44
Properties=species:S:1:pos:R:3:nbo_charge:R:1 method="wB97M-V/def2-TZVPD" e_above_lowest_ev=0.000 e_tot_ev=-49210.946 total_charge=0 smiles="CCOc1ccccc1NC(=O)C1=C(C)NC(=S)N[C@H]1c1cccs1"
C 3.3857 -2.3585 0.7990 -0.642
C 1.9184 -1.9487 0.7820 -0.063
O 1.1875 -2.5033 -0.3059 -0.538
C 1.4943 -1.9590 -1.5466 0.236
C 2.4575 -2.5241 -2.3635 -0.243
C 2.7308 -1.9656 -3.6018 -0.222
C 2.0429 -0.8402 -4.0197 -0.204
C 1.0621 -0.2769 -3.2225 -0.241
C 0.7737 -0.8353 -1.9841 0.167
N -0.2293 -0.3719 -1.1336 -0.626
C -0.9305 0.7951 -1.1862 0.671
O -0.7456 1.6755 -2.0017 -0.603
C -1.9226 0.9327 -0.0868 -0.201
C -2.7786 -0.0119 0.3382 0.247
C -2.9338 -1.3866 -0.2313 -0.662
N -3.6476 0.2790 1.3752 -0.608
C -3.8528 1.5352 1.8611 0.285
S -5.0161 1.8122 2.9932 -0.238
N -3.1095 2.5200 1.3278 -0.574
C -1.8828 2.2869 0.5806 -0.090
C -0.6845 2.3646 1.4864 -0.212
C 0.0497 3.4562 1.8312 -0.241
C 1.0876 3.1587 2.7434 -0.249
C 1.1249 1.8460 3.0799 -0.406
S -0.1066 0.9409 2.2938 0.422
H 3.9058 -1.9520 -0.0655 0.217
H 3.4724 -3.4421 0.7862 0.212
H 3.8564 -1.9775 1.7011 0.218
H 1.4097 -2.3268 1.6730 0.187
H 1.8411 -0.8521 0.7692 0.175
H 2.9831 -3.4038 -2.0251 0.225
H 3.4844 -2.4097 -4.2341 0.215
H 2.2620 -0.3991 -4.9801 0.216
H 0.5172 0.5940 -3.5461 0.252
H -0.3830 -0.9810 -0.3394 0.420
H -3.9911 -1.6409 -0.2918 0.230
H -2.4490 -2.1236 0.4099 0.232
H -2.5063 -1.4525 -1.2269 0.246
H -4.2784 -0.4340 1.7119 0.429
H -3.2426 3.4374 1.7269 0.424
H -1.7921 3.0661 -0.1881 0.249
H -0.1368 4.4405 1.4403 0.225
H 1.7733 3.8926 3.1268 0.227
H 1.7991 1.3432 3.7442 0.236

44
Properties=species:S:1:pos:R:3:lowdin_charge:R:1 method="wB97M-V/def2-TZVPD" e_tot_ev=-32154.223 spin_multiplicity=5 total_charge=+2
Ru -0.1482 0.3286 -0.5903 1.528
O -1.3827 -1.0719 -1.3006 -0.096
C -2.6125 -1.2881 -1.0987 -0.281
C -3.1806 -2.4990 -1.6281 0.084
C -4.5102 -2.7807 -1.4457 -0.007
C -5.3187 -1.8783 -0.7524 0.043
C -4.7766 -0.6734 -0.2271 0.041
C -3.4554 -0.3646 -0.3748 -0.104
C -2.9732 0.8939 0.1901 -0.018
N -1.7596 1.2931 0.1900 -0.100
C -1.4037 2.6219 0.7506 -0.143
C 0.0131 2.5306 1.2844 -0.159
N 0.8388 1.8648 0.2562 -0.122
C 2.0671 2.2131 0.0751 -0.031
C 2.9984 1.5880 -0.8098 -0.138
C 4.2777 2.1562 -0.9423 -0.008
C 5.2117 1.5944 -1.7719 -0.041
C 4.8819 0.4379 -2.4847 -0.018
C 3.6360 -0.1430 -2.3645 0.010
C 2.6838 0.4230 -1.5307 -0.291
O 1.4860 -0.1770 -1.4271 -0.210
H -2.5269 -3.1666 -2.1743 0.144
H -4.9320 -3.6936 -1.8429 0.135
H -6.3710 -2.0905 -0.6142 0.136
H -5.4268 0.0152 0.3008 0.140
H -3.7254 1.5379 0.6432 0.155
H -2.1039 2.9146 1.5300 0.136
H -1.4560 3.3492 -0.0594 0.139
H 0.0358 1.9185 2.1857 0.129
H 0.3989 3.5210 1.5177 0.136
H 2.4351 3.0600 0.6513 0.152
H 4.5209 3.0518 -0.3824 0.128
H 6.1898 2.0431 -1.8715 0.123
H 5.6132 -0.0121 -3.1435 0.126
H 3.3681 -1.0351 -2.9158 0.131
C 1.2705 -2.8368 0.3739 0.016
C 0.8925 -1.9354 1.5102 -0.527
N 1.2533 -2.3195 2.7322 0.211
O 0.2880 -0.8520 1.3621 -0.081
H 1.3235 -3.8758 0.6908 0.097
H 2.2526 -2.5404 0.0008 0.102
H 0.5590 -2.7368 -0.4420 0.072
H 1.7339 -3.1881 2.8948 0.130
H 1.0457 -1.7308 3.5233 0.133

45
Properties=species:S:1:pos:R:3:nbo_charge:R:1 method="wB97M-V/def2-TZVPD" e_above_lowest_ev=0.000 e_tot_ev=-51259.577 total_charge=0 smiles="CCOc1ccc(NC(=O)CCCn2c(=S)[nH]c3ccsc3c2=O)cc1"
C 4.0549 3.2585 3.4282 -0.617
C 3.3831 2.0334 2.8282 -0.061
O 3.0766 2.3289 1.4799 -0.504
C 2.4755 1.3754 0.7176 0.279
C 2.0908 0.1160 1.1626 -0.250
C 1.4544 -0.7675 0.3076 -0.228
C 1.1856 -0.4074 -1.0059 0.114
N 0.4902 -1.2403 -1.8944 -0.611
C -0.3990 -2.2183 -1.5629 0.696
O -0.5761 -2.6089 -0.4280 -0.635
C -1.1646 -2.7850 -2.7493 -0.509
C -2.6348 -2.9948 -2.3800 -0.404
C -3.4060 -1.6777 -2.2692 -0.231
N -2.8315 -0.8008 -1.2578 -0.462
C -2.0860 0.2737 -1.6373 0.320
S -1.8283 0.7250 -3.2082 -0.271
N -1.5186 1.0376 -0.6641 -0.562
C -1.5644 0.6866 0.6554 0.181
C -0.9182 1.3130 1.7415 -0.278
C -1.1936 0.6716 2.9100 -0.363
S -2.2331 -0.6816 2.7276 0.518
C -2.3243 -0.4040 1.0296 -0.376
C -3.0603 -1.1972 0.0788 0.684
O -3.8175 -2.1030 0.3303 -0.577
C 1.5931 0.8473 -1.4608 -0.230
C 2.2270 1.7263 -0.6115 -0.259
H 3.3876 4.1142 3.3712 0.213
H 4.3066 3.0701 4.4678 0.214
H 4.9619 3.4904 2.8770 0.216
H 4.0568 1.1671 2.8805 0.174
H 2.4625 1.7955 3.3805 0.165
H 2.2779 -0.1962 2.1773 0.216
H 1.1517 -1.7350 0.6697 0.255
H 0.4841 -0.9140 -2.8521 0.414
H -1.0787 -2.1347 -3.6208 0.220
H -0.7182 -3.7524 -2.9911 0.240
H -2.6848 -3.5184 -1.4239 0.244
H -3.1243 -3.6061 -3.1384 0.218
H -4.4351 -1.8902 -1.9700 0.233
H -3.4002 -1.1418 -3.2197 0.242
H -0.9412 1.8092 -0.9721 0.444
H -0.2850 2.1756 1.6473 0.237
H -0.8359 0.9268 3.8881 0.240
H 1.3990 1.1331 -2.4852 0.224
H 2.5405 2.6998 -0.9540 0.228

44
Properties=species:S:1:pos:R:3:nbo_charge:R:1 method="wB97M-V/def2-TZVPD" e_above_lowest_ev=4.039 e_tot_ev=-31633.564 total_charge=0 smiles="O=C(CCNC(=O)c1ccc([N+](=O)[O-])cc1)NCCc1ccccc1"
O -1.6485 0.5251 -0.0534 -0.662
C -0.9118 1.0879 0.7372 0.688
C -0.3645 0.4178 1.9910 -0.506
C -1.2851 -0.7050 2.4849 -0.218
N -1.4518 -1.7236 1.4787 -0.618
C -0.9162 -2.9538 1.5990 0.651
O -0.3457 -3.3445 2.6008 -0.626
C -1.0880 -3.8356 0.3975 -0.103
C -0.1517 -4.8515 0.2131 -0.165
C -0.2435 -5.7032 -0.8683 -0.206
C -1.2931 -5.5403 -1.7651 0.086
N -1.3983 -6.4219 -2.9012 0.514
O -2.3418 -6.2691 -3.6477 -0.376
O -0.5352 -7.2614 -3.0444 -0.375
C -2.2483 -4.5467 -1.5830 -0.205
C -2.1432 -3.6943 -0.5016 -0.187
N -0.5118 2.3638 0.5777 -0.608
C -0.7995 3.1333 -0.6115 -0.219
C 0.4333 3.2457 -1.5233 -0.448
C 1.5646 3.9156 -0.7961 0.069
C 2.5190 3.1614 -0.1238 -0.267
C 3.5323 3.7779 0.5896 -0.192
C 3.6026 5.1594 0.6409 -0.223
C 2.6563 5.9200 -0.0253 -0.199
C 1.6432 5.3016 -0.7360 -0.250
H -0.2274 1.1550 2.7826 0.222
H 0.6128 -0.0057 1.7427 0.235
H -2.2665 -0.2882 2.7344 0.199
H -0.8591 -1.1830 3.3703 0.242
H -1.7677 -1.3630 0.5858 0.434
H 0.6410 -4.9567 0.9381 0.243
H 0.4748 -6.4919 -1.0312 0.250
H -3.0571 -4.4583 -2.2924 0.250
H -2.8947 -2.9345 -0.3526 0.225
H 0.1735 2.7531 1.2071 0.404
H -1.1343 4.1309 -0.3128 0.197
H -1.6079 2.6190 -1.1346 0.238
H 0.1564 3.8215 -2.4072 0.220
H 0.7284 2.2439 -1.8396 0.217
H 2.4736 2.0818 -0.1692 0.212
H 4.2695 3.1785 1.1035 0.214
H 4.3940 5.6416 1.1947 0.216
H 2.7089 6.9982 0.0079 0.215
H 0.9086 5.8989 -1.2572 0.210

44
Properties=species:S:1:pos:R:3:nbo_charge:R:1 method="wB97M-V/def2-TZVPD" e_above_lowest_ev=4.500 e_tot_ev=-31633.103 total_charge=0 smiles="COc1ccc(/C=C/C(=O)NCC(=O)N/N=C(/C)c2ccco2)cc1"
C 8.0688 1.0399 0.0768 -0.253
O 6.8450 1.6814 0.3433 -0.488
C 5.6938 0.9716 0.2149 0.304
C 5.6138 -0.3632 -0.1737 -0.264
C 4.3850 -0.9860 -0.2696 -0.161
C 3.1997 -0.3085 0.0155 -0.124
C 1.8874 -0.9211 -0.0723 -0.144
C 1.6202 -2.1994 -0.3627 -0.275
C 0.2731 -2.8025 -0.3812 0.638
O 0.0869 -3.9835 -0.1408 -0.626
N -0.7454 -1.9735 -0.7303 -0.607
C -2.1193 -2.3593 -0.5546 -0.323
C -2.8672 -1.2368 0.1605 0.659
O -2.3783 -0.1370 0.3227 -0.623
N -4.1107 -1.5967 0.5637 -0.456
N -4.9472 -0.8402 1.3494 -0.260
C -5.1734 0.3921 1.0995 0.238
C -5.9718 1.1306 2.1291 -0.639
C -4.7792 1.1497 -0.0748 0.199
C -4.6858 2.5100 -0.2580 -0.252
C -4.3239 2.7054 -1.6055 -0.320
C -4.2380 1.4595 -2.1519 0.117
O -4.5096 0.5190 -1.2429 -0.391
C 3.2960 1.0340 0.4016 -0.152
C 4.5140 1.6634 0.5009 -0.259
H 8.8382 1.7915 0.2466 0.202
H 8.2348 0.1943 0.7519 0.177
H 8.1244 0.6944 -0.9605 0.177
H 6.5044 -0.9271 -0.4036 0.213
H 4.3534 -2.0203 -0.5743 0.209
H 1.0710 -0.2432 0.1505 0.201
H 2.4103 -2.9194 -0.5160 0.215
H -0.5943 -0.9752 -0.7759 0.414
H -2.1384 -3.2942 0.0144 0.247
H -2.6034 -2.5308 -1.5260 0.214
H -4.3395 -2.5806 0.6108 0.399
H -6.8194 1.6335 1.6698 0.222
H -6.3192 0.4293 2.8812 0.241
H -5.3446 1.8807 2.6069 0.226
H -4.8356 3.2686 0.4822 0.229
H -4.1532 3.6392 -2.1007 0.232
H -4.0043 1.1278 -3.1447 0.205
H 2.3947 1.5853 0.6281 0.212
H 4.5871 2.6972 0.7999 0.226

42
Properties=species:S:1:pos:R:3:nbo_charge:R:1 method="wB97M-V/def2-TZVPD" e_above_lowest_ev=0.611 e_tot_ev=-28655.232 total_charge=0 smiles="COC(=O)c1cccc(NC(=O)CCCOc2ccccc2)c1"
C 1.7235 -1.4255 4.2530 -0.259
O 1.1864 -1.5893 2.9498 -0.514
C 0.3348 -2.6178 2.7915 0.764
O 0.0344 -3.3657 3.6883 -0.586
C -0.1982 -2.7006 1.4107 -0.087
C -1.2573 -3.5686 1.1553 -0.193
C -1.7934 -3.6360 -0.1167 -0.199
C -1.2901 -2.8511 -1.1400 -0.212
C -0.2256 -1.9879 -0.8904 0.141
N 0.3233 -1.1588 -1.8750 -0.614
C -0.2264 -0.7751 -3.0644 0.687
O -1.2522 -1.2241 -3.5202 -0.599
C 0.5881 0.3031 -3.7666 -0.501
C 0.6693 1.5936 -2.9483 -0.420
C -0.7190 2.1767 -2.6538 -0.068
O -0.6495 3.2396 -1.7296 -0.511
C -0.4017 2.9705 -0.4135 0.385
C -0.0950 4.0797 0.3767 -0.285
C 0.1665 3.9296 1.7225 -0.187
C 0.1319 2.6725 2.3065 -0.251
C -0.1815 1.5727 1.5306 -0.180
C -0.4482 1.7124 0.1780 -0.349
C 0.3224 -1.9201 0.3866 -0.238
H 0.9189 -1.3243 4.9844 0.197
H 2.3286 -0.5230 4.2208 0.196
H 2.3347 -2.2890 4.5232 0.194
H -1.6434 -4.1694 1.9638 0.235
H -2.6156 -4.3047 -0.3201 0.220
H -1.7183 -2.8944 -2.1274 0.256
H 1.1719 -0.6878 -1.5919 0.400
H 1.5947 -0.0758 -3.9569 0.228
H 0.1066 0.5022 -4.7246 0.236
H 1.2545 2.3356 -3.4947 0.221
H 1.1790 1.4193 -1.9966 0.202
H -1.4048 1.3938 -2.3083 0.178
H -1.1425 2.6184 -3.5593 0.200
H -0.0720 5.0501 -0.0937 0.222
H 0.4024 4.7979 2.3196 0.214
H 0.3423 2.5542 3.3585 0.211
H -0.2192 0.5881 1.9731 0.218
H -0.7097 0.8345 -0.3915 0.218
H 1.1493 -1.2558 0.5907 0.228